Entry 1:
Molecular formula: C26H72O10
Method: DFT, ωB97M-V/def2-TZVPD

Each line ends with the Löwdin charge.
Positions of all 108 atoms, in Å:
C: -0.64 -4.83 0.27  -0.021
C: -0.99 -3.39 0.54  -0.652
C: -1.45 -3.20 1.98  -0.001
O: -0.08 -2.57 0.37  -0.011
H: -0.30 -4.96 -0.77  0.074
H: -1.53 -5.48 0.41  0.094
H: 0.15 -5.14 1.01  0.095
H: -1.70 -3.12 -0.21  0.129
H: -1.65 -2.14 2.09  0.057
H: -0.65 -3.55 2.62  0.070
H: -2.33 -3.69 2.21  0.063
H: 0.10 -2.44 -0.53  0.036
C: -2.81 0.07 0.19  -0.009
C: -4.30 0.00 -0.11  -0.631
C: -5.24 1.13 0.45  -0.009
O: -4.54 -0.26 -1.29  0.032
H: -2.36 -0.90 0.23  0.053
H: -2.70 0.68 1.12  0.078
H: -2.26 0.60 -0.60  0.076
H: -4.67 -0.86 0.36  0.115
H: -5.07 1.26 1.51  0.077
H: -6.26 0.96 0.26  0.059
H: -5.05 2.06 -0.08  0.067
H: -4.35 -1.19 -1.48  0.131
C: -0.65 -0.48 3.74  -0.037
C: 0.71 -0.08 4.09  -0.668
C: 0.70 1.32 4.69  -0.036
O: 1.32 -0.78 4.91  0.047
H: -0.83 -1.54 3.72  0.051
H: -1.09 -0.07 2.88  0.054
H: -1.38 -0.22 4.52  0.102
H: 1.28 0.05 3.15  0.129
H: 0.22 2.09 4.06  0.072
H: 1.74 1.70 4.80  0.079
H: 0.24 1.39 5.67  0.082
H: 1.39 -1.67 4.61  0.045
C: 0.37 0.83 -3.82  -0.053
C: -0.19 0.90 -5.20  -0.672
C: 0.53 -0.11 -6.06  -0.036
O: -1.44 0.74 -5.23  0.039
H: 0.24 -0.20 -3.35  0.082
H: -0.11 1.51 -3.11  0.064
H: 1.44 1.11 -3.88  0.106
H: 0.06 1.91 -5.56  0.138
H: 0.01 -0.22 -7.04  0.096
H: 0.63 -1.07 -5.57  0.046
H: 1.52 0.18 -6.30  0.070
H: -1.72 1.01 -6.11  0.132
C: 2.09 -2.78 2.82  -0.023
C: 1.91 -3.92 3.81  -0.678
C: 3.26 -4.38 4.25  -0.031
O: 1.36 -3.53 4.82  0.044
H: 1.18 -2.25 2.68  0.045
H: 2.51 -3.21 1.90  0.109
H: 2.76 -2.03 3.14  0.083
H: 1.26 -4.67 3.32  0.150
H: 3.29 -5.07 5.10  0.093
H: 3.83 -3.54 4.62  0.089
H: 3.71 -4.72 3.35  0.079
H: 1.01 -4.27 5.26  0.126
C: 1.79 -3.08 -4.09  -0.039
C: 1.19 -3.29 -2.70  -0.582
C: 2.22 -3.19 -1.60  -0.016
O: 0.21 -2.52 -2.31  -0.014
H: 0.99 -3.16 -4.84  0.081
H: 2.57 -3.82 -4.36  0.098
H: 2.20 -2.06 -4.11  0.084
H: 0.85 -4.31 -2.82  0.129
H: 3.00 -3.91 -1.82  0.091
H: 1.83 -3.56 -0.67  0.060
H: 2.59 -2.21 -1.49  0.073
H: -0.36 -2.35 -3.05  0.120
C: 0.86 5.74 -3.84  -0.033
C: -0.12 4.74 -3.23  -0.653
C: 0.60 3.87 -2.17  -0.062
O: -1.04 5.20 -2.53  0.029
H: 0.36 6.39 -4.63  0.094
H: 1.67 5.23 -4.39  0.078
H: 1.33 6.33 -3.08  0.069
H: -0.48 4.06 -3.96  0.122
H: -0.08 3.19 -1.62  0.060
H: 1.19 4.50 -1.46  0.100
H: 1.36 3.21 -2.70  0.077
H: -1.78 4.72 -2.90  0.132
C: -2.66 4.02 0.75  -0.031
C: -1.70 3.43 1.70  -0.660
C: -0.58 2.66 1.06  -0.044
O: -1.20 4.35 2.45  0.004
H: -3.23 3.26 0.37  0.019
H: -2.23 4.57 -0.10  0.087
H: -3.25 4.77 1.37  0.119
H: -2.26 2.68 2.30  0.143
H: -1.02 2.03 0.28  0.054
H: -0.09 2.07 1.85  0.064
H: 0.20 3.28 0.58  0.088
H: -1.71 4.44 3.29  0.144
C: 2.94 2.77 2.31  -0.146
O: 3.17 2.18 1.04  -0.117
H: 1.96 3.17 2.42  0.048
H: 3.68 3.57 2.40  0.084
H: 3.18 2.04 3.08  0.073
H: 2.69 1.36 1.05  0.009
C: 1.19 0.35 -0.80  -0.154
O: 1.38 -0.03 0.54  -0.132
H: 0.13 0.28 -0.89  0.058
H: 1.48 -0.39 -1.56  0.055
H: 1.57 1.32 -1.06  0.074
H: 0.94 -0.90 0.71  0.071

Calculated values
* SMILES string: CC(C)O.CC(C)O.CC(C)O.CC(C)O.CC(C)O.CC(C)O.CC(C)O.CC(C)O.CO.CO
* relative energy (zero: lowest compared OMol25 entry of this formula, charge and spin): 888.1 kJ/mol
* orbital gap: 9.450 eV
* spin multiplicity: 1
* E_HOMO: -9.255 eV
* charge: 0

Entry 2:
Molecular formula: C12H13FN2
Method: DFT, ωB97M-V/def2-TZVPD

Each line ends with the Löwdin charge.
Positions of all 28 atoms, in Å:
C: -1.07 2.74 -1.91  -0.113
C: -0.60 2.37 -3.13  -0.076
C: -0.98 1.97 -0.78  -0.030
C: 0.13 1.17 -3.19  -0.020
C: -0.21 0.83 -0.80  -0.132
C: 0.27 -0.19 0.17  -0.129
C: 0.40 0.51 -2.03  -0.199
C: 1.39 -1.22 -0.85  0.106
C: -0.66 -1.49 0.22  -0.172
C: -0.53 -1.95 1.63  -0.150
C: 0.08 -0.83 2.52  -0.383
C: 1.58 -0.98 2.98  -0.042
N: 1.29 -0.61 -2.01  0.027
N: -0.03 0.38 1.75  -0.009
F: -1.40 0.71 1.77  -0.066
H: -1.51 3.72 -1.68  0.115
H: -0.74 2.93 -4.09  0.125
H: -1.45 2.25 0.19  0.125
H: 0.58 0.85 -4.04  0.079
H: -1.68 -1.36 -0.09  0.123
H: -0.10 -2.01 -0.53  0.042
H: -1.51 -2.30 2.02  0.115
H: 0.09 -2.88 1.78  0.123
H: -0.51 -0.63 3.50  0.162
H: 2.15 -0.83 2.08  0.051
H: 1.77 -1.92 3.58  0.086
H: 1.69 -0.14 3.77  0.101
H: 1.58 -1.09 -2.84  0.142

Calculated values
* relative energy (zero: lowest compared OMol25 entry of this formula, charge and spin): 677.6 kJ/mol
* orbital gap: 9.412 eV
* spin multiplicity: 1
* E_HOMO: -8.735 eV
* charge: 0

Entry 3:
Molecular formula: C57H98ClN12O6Pb
Method: DFT, ωB97M-V/def2-TZVPD

Each line ends with the Löwdin charge.
Positions of all 175 atoms, in Å:
Pb: -2.30 -4.31 3.77  1.330
C: -0.42 7.37 2.91  -0.065
C: 0.08 6.10 2.14  -0.132
N: 0.75 6.36 0.73  -0.190
C: -0.25 7.13 -0.23  0.075
C: 2.12 7.02 1.05  -0.132
C: 3.15 7.13 -0.14  -0.040
C: 0.95 4.97 0.07  -0.065
C: 1.62 3.79 0.81  -0.183
O: 2.88 4.27 1.32  -0.218
C: 3.53 3.15 2.03  -0.043
H: 0.36 8.08 3.19  0.069
H: -0.94 7.12 3.84  0.084
H: -1.08 8.05 2.38  0.056
H: -0.79 5.47 1.95  0.090
H: 0.62 5.43 2.81  0.120
H: -0.45 8.13 0.16  0.101
H: -1.09 6.52 -0.57  0.101
H: 0.41 7.27 -1.09  0.097
H: 2.63 6.52 1.86  0.114
H: 1.85 7.99 1.49  0.114
H: 3.47 6.23 -0.67  0.075
H: 4.11 7.36 0.31  0.083
H: 2.89 7.93 -0.82  0.078
H: 1.33 5.23 -0.91  0.122
H: -0.08 4.60 -0.03  0.120
H: 1.77 2.92 0.18  0.110
H: 1.12 3.49 1.73  0.093
H: 3.66 2.28 1.38  0.068
H: 2.86 2.87 2.84  0.078
H: 4.49 3.41 2.46  0.097
Cl: 0.25 4.19 -3.87  0.567
O: 1.60 4.50 -4.12  -0.339
O: 0.18 2.98 -3.04  -0.423
O: -0.40 5.21 -3.20  -0.364
O: -0.46 3.97 -5.09  -0.338
C: -1.71 -2.86 -0.18  -0.054
C: -0.43 -2.17 0.35  -0.437
C: 0.28 -1.41 -0.82  -0.090
C: -0.50 -0.07 -1.20  -0.155
C: -0.47 0.72 0.08  -0.155
C: -1.27 0.16 1.29  -0.399
N: -0.83 -1.29 1.53  -0.083
O: -1.20 -1.97 2.79  -0.430
C: -2.80 0.26 1.09  -0.013
C: -0.71 1.03 2.53  -0.003
C: 0.51 -3.30 0.83  -0.051
H: -2.31 -3.43 0.53  0.026
H: -1.55 -3.58 -0.97  0.073
H: -2.48 -2.24 -0.64  0.059
H: 0.13 -2.02 -1.71  0.095
H: 1.35 -1.32 -0.65  0.116
H: -1.47 -0.28 -1.65  0.088
H: -0.12 0.37 -2.12  0.086
H: -0.89 1.69 -0.17  0.106
H: 0.57 0.95 0.30  0.112
H: -3.11 -0.38 0.27  0.056
H: -3.05 1.29 0.84  0.066
H: -3.37 -0.02 1.98  0.082
H: -0.56 2.02 2.09  0.051
H: 0.19 0.67 3.01  0.048
H: -1.40 1.10 3.37  0.050
H: 0.03 -3.92 1.59  0.020
H: 1.41 -3.02 1.38  0.070
H: 0.81 -3.84 -0.07  0.079
C: 0.92 -0.71 -4.62  -0.100
C: -0.58 -0.81 -5.02  -0.203
C: -1.01 -2.22 -5.51  -0.162
C: -0.75 -3.47 -4.68  -0.208
N: -0.47 -4.40 -4.09  0.139
H: 1.11 0.32 -4.33  0.065
H: 1.64 -0.92 -5.42  0.076
H: 1.20 -1.47 -3.89  0.042
H: -0.91 -0.10 -5.78  0.121
H: -1.11 -0.62 -4.09  0.088
H: -0.67 -2.50 -6.51  0.116
H: -2.10 -2.21 -5.57  0.105
C: 0.85 -7.59 -1.25  -0.099
C: -0.39 -6.93 -1.60  -0.286
C: -1.61 -7.22 -0.68  -0.144
C: -1.47 -6.60 0.64  -0.157
N: -1.42 -6.03 1.67  0.079
H: 1.02 -7.48 -0.18  0.072
H: 1.68 -7.24 -1.85  0.096
H: 0.65 -8.62 -1.57  0.091
H: -0.80 -7.08 -2.60  0.115
H: -0.27 -5.86 -1.44  0.082
H: -1.81 -8.29 -0.62  0.131
H: -2.55 -6.81 -1.03  0.095
C: -5.12 -3.92 -2.20  -0.084
C: -5.29 -5.41 -1.87  -0.220
C: -5.71 -5.55 -0.39  -0.169
C: -4.88 -5.17 0.76  -0.158
N: -4.23 -4.86 1.69  0.078
H: -6.13 -3.53 -2.24  0.081
H: -4.65 -3.76 -3.18  0.077
H: -4.52 -3.36 -1.48  0.060
H: -4.31 -5.87 -1.99  0.086
H: -6.08 -5.90 -2.45  0.122
H: -5.79 -6.61 -0.15  0.126
H: -6.61 -4.94 -0.34  0.131
C: 3.19 -5.74 1.55  -0.086
C: 4.22 -4.72 1.04  -0.259
C: 5.26 -4.31 2.05  -0.200
C: 5.82 -5.39 2.84  -0.230
N: 6.24 -6.27 3.49  0.148
H: 2.47 -5.96 0.75  0.048
H: 2.68 -5.21 2.35  0.052
H: 3.66 -6.64 1.94  0.079
H: 3.79 -3.81 0.61  0.095
H: 4.75 -5.32 0.29  0.110
H: 4.79 -3.61 2.74  0.106
H: 6.12 -3.81 1.60  0.123
C: 4.05 2.41 -1.58  -0.072
C: 3.41 1.50 -2.72  -0.224
C: 4.15 0.18 -2.94  -0.184
C: 5.55 0.35 -3.37  -0.233
N: 6.62 0.47 -3.74  0.150
H: 3.59 3.40 -1.52  0.062
H: 5.13 2.48 -1.71  0.072
H: 3.91 1.94 -0.61  0.039
H: 3.30 2.16 -3.58  0.108
H: 2.40 1.33 -2.36  0.077
H: 3.62 -0.44 -3.66  0.089
H: 4.13 -0.37 -2.00  0.108
N: -3.06 2.68 -2.43  0.043
C: -3.89 1.60 -2.23  -0.153
C: -5.09 1.81 -2.92  -0.101
C: -5.10 3.18 -3.26  -0.114
C: -3.82 3.67 -3.03  -0.141
H: -2.16 2.91 -2.03  0.111
H: -3.54 0.76 -1.65  0.066
H: -5.96 1.17 -3.05  0.084
H: -5.97 3.64 -3.72  0.094
H: -3.43 4.65 -3.23  0.112
N: 4.69 -3.33 -4.51  0.010
C: 5.72 -3.26 -3.64  -0.136
C: 5.16 -3.23 -2.39  -0.112
C: 3.71 -3.37 -2.52  -0.097
C: 3.48 -3.30 -3.87  -0.153
H: 4.82 -3.34 -5.52  0.153
H: 6.69 -3.49 -4.04  0.121
H: 5.67 -3.20 -1.44  0.082
H: 2.96 -3.44 -1.74  0.068
H: 2.52 -3.27 -4.37  0.088
N: -3.00 1.68 5.95  0.005
C: -2.57 0.36 6.11  -0.166
C: -3.33 -0.32 7.02  -0.091
C: -4.29 0.69 7.47  -0.094
C: -4.01 1.88 6.82  -0.150
H: -2.53 2.30 5.31  0.136
H: -1.67 0.01 5.63  0.091
H: -3.20 -1.37 7.26  0.082
H: -5.04 0.50 8.22  0.087
H: -4.46 2.86 6.88  0.109
N: 1.47 -1.52 4.09  0.002
C: 1.96 -0.42 4.74  -0.132
C: 3.10 -0.86 5.36  -0.125
C: 3.26 -2.21 5.10  -0.118
C: 2.17 -2.65 4.35  -0.130
H: 0.59 -1.49 3.58  0.077
H: 1.60 0.59 4.65  0.095
H: 3.79 -0.25 5.92  0.099
H: 4.01 -2.91 5.43  0.096
H: 1.79 -3.56 3.91  0.091
N: -3.39 5.44 1.51  -0.021
C: -3.59 6.79 1.45  -0.149
C: -4.26 6.98 0.30  -0.116
C: -4.34 5.78 -0.41  -0.095
C: -3.80 4.81 0.39  -0.135
H: -3.09 4.89 2.30  0.141
H: -3.37 7.42 2.29  0.107
H: -4.79 7.87 -0.01  0.105
H: -4.83 5.45 -1.31  0.088
H: -3.69 3.74 0.33  0.102

Calculated values
* orbital gap: 4.681 eV
* spin multiplicity: 1
* E_HOMO: -9.349 eV
* charge: +1

Entry 4:
Molecular formula: C55H73IrN7O2PSSe
Method: DFT, ωB97M-V/def2-TZVPD

Each line ends with the Löwdin spin population.
Positions of all 141 atoms, in Å:
Ir: 1.09 0.07 0.06  0.013
O: 0.63 0.36 2.09  0.250
C: 1.27 0.25 3.18  0.104
C: 0.55 0.23 4.42  0.114
C: 1.22 0.17 5.60  0.001
C: 2.63 0.12 5.60  0.217
C: 3.36 0.11 4.42  -0.005
C: 2.72 0.17 3.19  0.142
C: 3.44 0.13 1.93  -0.012
N: 2.99 0.05 0.66  0.036
C: 4.11 -0.05 -0.14  0.023
C: 5.22 -0.01 0.63  0.040
N: 4.79 0.11 1.91  0.019
H: -0.53 0.25 4.36  0.004
H: 0.69 0.17 6.54  -0.003
H: 3.16 0.08 6.54  0.010
H: 4.43 0.05 4.49  -0.003
H: 4.04 -0.15 -1.20  0.001
H: 6.27 -0.07 0.38  0.002
H: 5.39 0.17 2.72  0.000
C: -0.80 6.64 0.95  0.000
C: -0.17 6.87 -0.42  0.000
C: -0.96 6.32 -1.60  0.000
C: -0.87 4.81 -1.81  0.001
N: -1.64 4.04 -0.84  0.001
C: -1.16 3.32 0.20  0.002
Se: 0.61 2.79 0.47  0.024
N: -2.18 3.02 1.03  0.001
C: -2.05 2.45 2.37  0.000
C: -1.59 3.48 3.39  0.000
C: -2.56 4.64 3.61  0.000
C: -3.78 4.25 4.42  0.000
C: -3.35 3.48 0.48  0.000
C: -4.68 3.37 0.90  0.000
C: -5.62 3.94 0.09  0.000
C: -5.28 4.61 -1.11  0.000
C: -3.98 4.72 -1.53  0.000
C: -3.01 4.14 -0.70  0.001
H: -0.28 7.20 1.72  0.000
H: -0.78 5.59 1.26  0.000
H: -1.84 6.96 0.96  0.000
H: 0.84 6.46 -0.44  0.000
H: -0.06 7.94 -0.56  0.000
H: -0.60 6.77 -2.53  0.000
H: -2.01 6.62 -1.51  0.000
H: 0.17 4.48 -1.71  0.000
H: -1.22 4.53 -2.81  0.000
H: -1.35 1.61 2.30  -0.001
H: -3.03 2.04 2.62  0.000
H: -0.61 3.85 3.08  0.000
H: -1.44 2.95 4.33  0.000
H: -2.87 5.06 2.64  0.000
H: -2.03 5.45 4.12  0.000
H: -4.38 3.48 3.93  0.000
H: -4.44 5.10 4.59  0.000
H: -3.49 3.86 5.40  0.000
H: -4.95 2.85 1.81  0.000
H: -6.66 3.88 0.37  0.000
H: -6.07 5.03 -1.71  0.000
H: -3.72 5.22 -2.45  0.000
C: -0.29 1.88 -2.95  0.000
C: 0.11 0.51 -3.48  0.000
C: -1.16 -0.33 -3.62  0.000
C: 0.77 0.70 -4.85  0.000
P: 1.37 -0.28 -2.30  -0.002
C: 2.90 0.58 -2.79  0.000
C: 3.08 1.88 -2.31  0.000
C: 4.21 2.61 -2.63  0.000
C: 5.20 2.04 -3.42  0.000
C: 5.04 0.76 -3.91  0.000
C: 3.89 0.03 -3.61  0.000
C: 1.48 -2.12 -2.65  0.000
C: 1.65 -2.49 -4.13  0.000
C: 0.19 -2.78 -2.16  0.000
C: 2.66 -2.69 -1.86  0.000
H: -1.06 2.27 -3.62  0.000
H: 0.54 2.58 -2.95  0.000
H: -0.71 1.84 -1.95  0.000
H: -1.88 0.26 -4.20  0.000
H: -1.63 -0.58 -2.68  0.000
H: -0.99 -1.25 -4.17  0.000
H: 0.01 1.12 -5.51  0.000
H: 1.10 -0.23 -5.30  0.000
H: 1.61 1.39 -4.82  0.000
H: 2.34 2.33 -1.67  0.000
H: 4.33 3.61 -2.25  0.000
H: 6.09 2.61 -3.66  0.000
H: 5.80 0.31 -4.53  0.000
H: 3.80 -0.96 -4.00  0.000
H: 0.76 -2.26 -4.71  0.000
H: 1.79 -3.57 -4.19  0.000
H: 2.49 -2.03 -4.63  0.000
H: -0.66 -2.55 -2.78  0.000
H: -0.05 -2.52 -1.14  0.000
H: 0.34 -3.86 -2.22  0.000
H: 3.63 -2.35 -2.22  0.000
H: 2.63 -3.78 -1.96  0.000
H: 2.60 -2.47 -0.79  0.000
C: 2.43 -4.20 3.98  0.000
C: 3.20 -4.82 2.83  0.000
C: 2.85 -4.21 1.48  0.000
N: 1.50 -4.58 1.06  0.002
C: 0.47 -3.79 0.92  0.003
S: 0.52 -2.11 1.37  0.017
N: -0.73 -4.28 0.55  0.000
C: -1.24 -5.63 0.42  0.000
O: -2.38 -5.76 0.76  0.000
C: -0.42 -6.72 -0.14  0.000
C: -0.82 -8.02 0.20  0.000
C: -0.14 -9.10 -0.33  0.000
C: 0.92 -8.90 -1.21  0.000
C: 1.29 -7.62 -1.57  0.000
C: 0.63 -6.53 -1.04  0.000
H: 2.71 -4.65 4.93  0.000
H: 1.36 -4.32 3.86  0.000
H: 2.64 -3.12 4.04  0.000
H: 3.02 -5.90 2.79  0.000
H: 4.28 -4.70 2.97  0.000
H: 3.54 -4.56 0.70  0.000
H: 2.89 -3.12 1.52  0.000
H: 1.34 -5.58 0.94  0.000
H: -1.50 -3.63 0.68  0.000
H: -1.65 -8.16 0.87  0.000
H: -0.44 -10.11 -0.06  0.000
H: 1.44 -9.75 -1.62  0.000
H: 2.09 -7.47 -2.28  0.000
H: 0.90 -5.53 -1.35  0.000
N: -1.99 0.08 0.05  0.000
C: -3.31 -0.39 0.12  0.000
C: -4.19 -0.18 -0.94  0.000
C: -5.50 -0.59 -0.83  0.000
C: -5.96 -1.20 0.34  0.000
C: -5.07 -1.41 1.39  0.000
C: -3.75 -1.01 1.29  0.000
H: -1.62 0.30 -0.86  0.000
H: -1.37 -0.23 0.78  0.000
H: -3.84 0.30 -1.85  0.000
H: -6.18 -0.43 -1.66  0.000
H: -6.99 -1.53 0.42  0.000
H: -5.41 -1.90 2.29  0.000
H: -3.06 -1.17 2.11  0.000

Calculated values
* orbital gap (spin up / spin down): 4.874 / 3.811 eV
* spin multiplicity: 2
* E_HOMO (spin up / spin down): -14.098 / -14.099 eV
* charge: +3